ORCA calculation (ωB97M-V with the def2-TZVPD basis set) on a single CH4I2Si molecule.

As for the SMILES: C[SiH](I)I. Its LUMO energy is -1.16 eV. The maximum force comes out at 2.5 eV/Å. Its spin multiplicity is 1. Its net charge is 0.

Geometry (Å):
C -1.1362 -0.0656 0.4188
Si 0.5439 0.2078 -0.4697
I 1.8379 -1.8357 0.1078
I 2.5412 2.2249 0.0052
H -0.6915 -0.5409 1.2947
H -1.7877 0.7607 0.6990
H -1.7501 -0.7990 -0.1026
H 0.4424 0.0479 -1.9532


ORCA calculation (ωB97M-V with the def2-TZVPD basis set) on a single CH4IN molecule.

Its LUMO energy is 0.13 eV. The maximum force comes out at 4.7 eV/Å. Its spin multiplicity is 1. Its net charge is 0.

Geometry (Å):
C -0.6535 -0.0840 -0.9115
N 0.2586 -0.8038 0.2056
I 1.7276 0.2679 1.0472
H -1.6543 -0.3812 -0.4041
H -0.3448 0.8262 -0.5332
H -0.5466 -0.3796 -1.9710
H 1.2131 0.5545 2.5671


Number 1: HOMO level -0.344 Ha. Number 2: HOMO level -0.294 Ha.